1.
Entry from the OMol25 dataset: 2 unconnected molecules or ions with the total composition C3H10NOS in a non-equilibrium geometry (ωB97M-V/def2-TZVPD).

Results
- HOMO level: -2.671 eV
- Strongest force on any atom: 0.0251 hartree/bohr
- Kohn-Sham gap: 6.563 eV
- ΔE to the lowest compared entry with this formula, charge and spin: 56.79 kJ/mol
- Charge: -1

Each line ends with the Mulliken charge.
CARTESIAN COORDINATES (ANGSTROEM)
C  0.06  0.42  0.77  -0.41
C  0.73  1.66  0.14  -0.72
S  0.45  1.65  -1.69  -0.68
C  0.88  -0.82  0.54  -0.38
N  0.21  -2.10  0.77  -0.52
H  -0.92  0.31  0.29  0.02
H  -0.35  0.54  1.79  0.32
H  1.80  1.64  0.35  0.26
H  0.28  2.55  0.59  0.25
H  1.86  -0.74  1.01  0.26
H  1.10  -0.81  -0.53  0.31
H  0.44  -2.81  0.10  0.19
H  0.21  -2.42  1.72  0.17
H  -2.07  0.96  -2.28  0.28
H  -2.04  -0.24  -1.48  0.35
O  -2.64  0.22  -2.08  -0.69

2.
Entry from the OMol25 dataset: 2 unconnected molecules or ions with the total composition CHClFNO2 in a non-equilibrium geometry (ωB97M-V/def2-TZVPD).

Results
- HOMO level (spin up / spin down): -9.743 / -9.745 eV
- Strongest force on any atom: 0.0993 hartree/bohr
- Kohn-Sham gap (spin up / spin down): 8.607 / 8.611 eV
- ΔE to the lowest compared entry with this formula, charge and spin: 171.18 kJ/mol

Each line ends with the Mulliken charge.
CARTESIAN COORDINATES (ANGSTROEM)
C  0.18  0.69  0.57  0.18
N  2.22  0.16  0.30  0.68
O  2.82  0.96  -0.30  -0.44
O  2.35  -1.00  0.40  -0.46
F  0.35  1.24  1.78  -0.20
Cl  -0.35  1.84  -0.58  -0.07
H  -0.41  -0.18  0.86  0.30

3.
Entry from the OMol25 dataset: a single C10H6N2 molecule in a non-equilibrium geometry (ωB97M-V/def2-TZVPD).

Results
- SMILES string: N#Cc1cccc2cnccc12
- HOMO level: -9.218 eV
- Strongest force on any atom: 0.1136 hartree/bohr
- Kohn-Sham gap: 8.795 eV
- ΔE to the lowest compared entry with this formula, charge and spin: 0.00 kJ/mol

Each line ends with the Mulliken charge.
CARTESIAN COORDINATES (ANGSTROEM)
C  2.37  -1.33  -0.02  -0.06
C  1.45  -0.16  0.11  0.52
C  1.93  1.12  0.14  -0.46
C  0.99  2.17  -0.07  -0.50
C  -0.33  1.88  -0.09  -0.49
C  -0.84  0.59  -0.03  0.63
C  -2.28  0.28  -0.04  -0.50
C  -1.79  -1.96  0.03  -0.30
C  -0.44  -1.78  -0.08  -0.65
C  0.09  -0.47  -0.03  0.76
H  2.99  1.36  0.23  0.45
H  1.36  3.24  -0.17  0.29
H  -1.03  2.69  0.08  0.34
H  -3.13  1.01  -0.06  0.31
H  -2.15  -3.03  0.12  0.29
H  0.24  -2.58  -0.09  0.44
N  3.29  -2.11  -0.08  -0.51
N  -2.72  -0.93  0.05  -0.56

4.
Entry from the OMol25 dataset: a molecular structure, C36H58KN10O5P2S in a non-equilibrium geometry (ωB97M-V/def2-TZVPD).

Results
- HOMO level: -2.839 eV
- Strongest force on any atom: 0.0771 hartree/bohr
- Kohn-Sham gap: 4.652 eV
- ΔE to the lowest compared entry with this formula, charge and spin: 58.79 kJ/mol
- Charge: -1

Each line ends with the Mulliken charge.
CARTESIAN COORDINATES (ANGSTROEM)
K  0.28  -0.10  -0.01  1.41
O  1.97  1.73  -0.63  -0.83
C  3.04  2.41  -0.84  0.72
C  2.88  3.82  -1.06  -0.22
C  3.92  4.71  -1.22  -0.46
C  5.22  4.26  -1.16  -0.80
C  5.43  2.90  -0.97  -0.51
C  4.43  1.95  -0.86  0.55
C  4.92  0.55  -0.69  -1.25
N  4.26  -0.47  -0.97  0.42
N  4.65  -1.77  -0.52  -0.92
C  3.49  -2.09  0.13  -0.41
O  2.63  -1.18  0.17  -0.36
C  3.26  -3.48  0.60  0.16
C  4.23  -4.46  0.46  -0.38
C  4.01  -5.75  0.91  -0.63
C  2.80  -6.07  1.52  -0.32
C  1.82  -5.09  1.67  -0.91
C  2.05  -3.80  1.21  -0.18
H  1.85  4.17  -1.09  0.42
H  3.70  5.76  -1.37  0.41
H  6.06  4.93  -1.26  0.35
H  6.46  2.54  -0.94  0.30
H  5.95  0.45  -0.29  0.20
H  5.17  -4.18  -0.02  0.50
H  4.77  -6.51  0.80  0.38
H  2.62  -7.07  1.89  0.36
H  0.88  -5.33  2.17  0.44
H  1.31  -3.02  1.34  0.71
C  -1.78  -1.58  -4.63  -0.93
N  -1.23  -0.76  -3.55  0.69
C  -0.01  -1.38  -2.98  -0.53
P  -2.35  -0.14  -2.49  -0.99
O  -1.77  0.76  -1.49  -0.57
O  -3.09  -1.47  -1.85  0.82
P  -2.87  -2.14  -0.40  -1.38
O  -1.51  -2.08  0.15  0.10
N  -3.38  -3.70  -0.71  0.43
C  -3.57  -4.25  -2.04  -0.74
C  -2.91  -4.67  0.27  -1.01
N  -3.97  -1.40  0.57  0.71
C  -5.37  -1.43  0.16  -0.91
C  -3.78  -1.50  2.02  -1.04
N  -3.61  0.48  -3.35  0.72
C  -4.83  -0.22  -3.67  -0.99
C  -3.68  1.93  -3.47  -0.87
H  -1.01  -1.71  -5.40  0.42
H  -2.63  -1.08  -5.08  0.22
H  -2.08  -2.58  -4.29  0.25
H  0.60  -1.72  -3.81  0.60
H  -0.24  -2.23  -2.34  0.24
H  0.61  -0.67  -2.43  -0.55
H  -3.94  -3.48  -2.72  0.04
H  -4.30  -5.06  -2.00  0.39
H  -2.64  -4.66  -2.45  0.30
H  -2.75  -4.19  1.23  0.27
H  -1.96  -5.12  -0.03  0.36
H  -3.66  -5.46  0.40  0.34
H  -5.45  -1.37  -0.92  0.14
H  -5.88  -0.57  0.59  0.34
H  -5.87  -2.35  0.50  0.31
H  -2.72  -1.54  2.25  0.25
H  -4.27  -2.39  2.43  0.24
H  -4.21  -0.62  2.50  0.42
H  -4.70  -1.30  -3.57  0.20
H  -5.13  -0.01  -4.70  0.37
H  -5.65  0.09  -3.01  0.31
H  -2.72  2.39  -3.23  0.07
H  -4.45  2.34  -2.81  0.32
H  -3.93  2.20  -4.50  0.30
N  0.80  4.02  3.67  -0.14
C  1.77  2.89  3.70  -1.01
C  1.83  2.35  2.25  0.84
N  0.89  3.12  1.44  0.01
C  -0.50  2.97  1.89  0.44
C  -0.57  3.51  3.34  -0.52
H  1.08  4.58  2.86  0.40
H  0.80  4.56  4.54  0.35
H  1.40  2.15  4.40  0.03
H  2.73  3.28  4.04  0.42
H  1.60  1.28  2.27  -0.34
H  2.82  2.48  1.82  0.37
H  1.02  2.78  0.48  -0.32
H  -0.88  1.94  1.89  -0.32
H  -1.13  3.56  1.22  0.59
H  -0.81  2.72  4.05  -0.21
H  -1.27  4.33  3.46  0.43
C  -0.14  -0.41  3.29  -0.75
C  -0.59  0.13  4.48  1.66
C  -1.90  0.72  4.62  -0.60
C  -2.29  1.40  5.75  -0.33
C  -1.45  1.55  6.85  -0.78
C  -0.20  0.91  6.79  -0.26
C  0.22  0.22  5.68  -0.96
H  -0.82  -0.37  2.45  -0.81
H  0.78  -0.97  3.20  0.30
H  -2.58  0.64  3.78  0.17
H  -3.29  1.84  5.78  0.35
H  -1.77  2.07  7.74  0.38
H  0.47  0.96  7.65  0.37
H  1.19  -0.26  5.67  0.39
S  -0.22  3.81  -3.65  -0.46
C  1.07  2.81  -4.02  0.12
N  2.37  3.20  -4.13  -0.25
C  3.28  2.06  -4.14  0.20
C  2.32  0.87  -4.35  -0.39
N  1.00  1.49  -4.28  -0.04
H  2.64  4.03  -3.59  0.33
H  3.81  1.98  -3.19  -0.32
H  4.00  2.15  -4.95  0.32
H  2.47  0.11  -3.59  0.13
H  2.46  0.42  -5.34  0.31
H  0.18  0.99  -3.95  0.08

5.
Entry from the OMol25 dataset: a molecular structure, C62H51BrIN4O4PPd in a non-equilibrium geometry (ωB97M-V/def2-TZVPD).

Results
- HOMO level (spin up / spin down): -11.199 / -12.143 eV
- Strongest force on any atom: 0.0345 hartree/bohr
- Kohn-Sham gap (spin up / spin down): 5.063 / 3.907 eV
- Multiplicity: 5
- ΔE to the lowest compared entry with this formula, charge and spin: 108.25 kJ/mol
- Charge: +2

Each line ends with the Mulliken charge.
CARTESIAN COORDINATES (ANGSTROEM)
Pd  -0.48  0.09  0.10  -0.34
C  -6.34  -5.13  5.89  -0.83
O  -4.94  -5.26  5.91  -0.44
C  -4.17  -4.41  5.23  0.82
C  -4.65  -3.33  4.48  -0.75
C  -3.77  -2.55  3.77  -0.53
C  -2.39  -2.83  3.75  0.00
C  -1.92  -3.91  4.51  -0.11
C  -2.79  -4.66  5.27  -0.91
C  -1.54  -1.99  2.92  0.75
C  -0.84  -2.56  1.79  0.16
C  -1.18  -3.81  1.29  -0.74
C  -1.01  -4.19  -0.15  -0.28
C  -1.01  -2.90  -1.03  2.39
N  0.03  -1.77  1.11  -0.92
C  -0.80  -2.95  -2.57  0.58
C  -0.72  -1.52  -3.06  0.18
C  -0.76  -1.18  -4.44  -1.43
C  -0.81  0.19  -4.50  -1.32
C  -0.76  0.66  -3.15  -1.40
C  -0.90  2.01  -2.79  1.05
C  -1.10  3.01  -3.85  -0.03
C  -2.22  3.85  -3.73  -0.50
C  -2.45  4.88  -4.62  -0.76
C  -1.56  5.10  -5.68  0.66
O  -1.66  6.09  -6.56  -0.44
C  -2.69  7.05  -6.43  -0.86
C  -0.46  4.23  -5.83  -1.00
C  -0.24  3.20  -4.94  -0.18
C  -0.98  2.58  -1.50  0.38
N  -1.28  1.98  -0.31  -0.52
C  -1.33  2.94  0.65  0.79
C  -1.65  2.78  2.02  0.39
C  -1.94  3.98  2.80  0.05
C  -1.36  4.17  4.07  -0.55
C  -1.69  5.26  4.84  -0.83
C  -2.62  6.21  4.37  0.77
O  -2.90  7.22  5.20  -0.44
C  -3.77  8.26  4.80  -0.83
C  -3.19  6.03  3.11  -0.61
C  -2.85  4.94  2.34  -0.74
C  -1.75  1.55  2.69  0.68
C  -2.35  1.35  3.99  -1.19
C  -2.33  0.01  4.22  -1.64
C  -1.70  -0.61  3.07  -0.18
N  -1.37  0.36  2.18  0.68
C  -1.02  4.21  0.06  -1.09
C  -0.80  3.99  -1.27  -1.32
N  -0.67  -0.42  -2.30  1.83
C  -1.95  -3.69  -3.24  -0.61
C  -1.97  -5.09  -3.24  -0.40
C  -2.98  -5.81  -3.82  -1.01
C  -4.02  -5.15  -4.50  0.45
O  -4.93  -5.93  -5.08  -0.46
C  -5.94  -5.37  -5.90  -0.85
C  -4.01  -3.75  -4.52  -1.13
C  -3.01  -3.05  -3.88  -0.53
H  -6.72  -5.92  6.53  0.25
H  -6.73  -5.27  4.87  0.35
H  -6.66  -4.16  6.27  0.33
H  -5.70  -3.09  4.44  0.44
H  -4.14  -1.73  3.17  0.57
H  -0.86  -4.12  4.53  0.56
H  -2.44  -5.46  5.89  0.46
H  -1.70  -4.50  1.93  0.72
H  -1.91  -4.77  -0.42  0.83
H  -0.78  -1.86  -5.26  0.67
H  -0.94  0.79  -5.37  0.80
H  -2.92  3.67  -2.93  0.59
H  -3.32  5.50  -4.47  0.47
H  -2.50  7.79  -7.20  0.26
H  -2.66  7.53  -5.45  0.35
H  -3.67  6.61  -6.59  0.35
H  0.21  4.40  -6.65  0.48
H  0.62  2.57  -5.06  0.61
H  -0.63  3.47  4.43  0.62
H  -1.24  5.42  5.81  0.47
H  -3.86  8.92  5.66  0.25
H  -4.76  7.87  4.54  0.33
H  -3.36  8.81  3.95  0.35
H  -3.92  6.73  2.73  0.42
H  -3.33  4.79  1.38  0.54
H  -2.76  2.11  4.61  0.67
H  -2.68  -0.52  5.08  0.69
H  -0.93  5.14  0.58  0.77
H  -0.50  4.70  -2.00  0.77
H  -1.16  -5.63  -2.78  0.76
H  -2.98  -6.89  -3.80  0.52
H  -6.46  -6.21  -6.34  0.26
H  -5.50  -4.76  -6.70  0.35
H  -6.63  -4.75  -5.32  0.33
H  -4.78  -3.20  -5.04  0.48
H  -3.06  -1.97  -3.91  0.49
Br  3.84  -1.93  0.03  0.03
C  3.47  -1.13  -1.64  0.37
C  3.79  -1.82  -2.80  -0.50
C  3.56  -1.24  -4.04  -0.59
C  3.00  0.02  -4.12  -0.85
C  2.64  0.70  -2.96  -0.36
C  2.87  0.12  -1.73  -0.06
I  2.31  1.19  0.04  0.27
H  4.24  -2.80  -2.72  0.49
H  3.84  -1.77  -4.93  0.47
H  2.85  0.49  -5.08  0.46
H  2.22  1.69  -3.01  0.64
C  0.53  -3.60  -2.97  -1.69
P  0.49  -1.94  -0.41  1.36
C  -2.37  -2.21  -0.75  -1.91
C  0.15  -5.16  -0.24  -0.82
C  -0.09  -6.47  -0.66  0.09
C  0.96  -7.36  -0.81  -0.99
C  2.25  -6.97  -0.52  -0.72
C  2.49  -5.70  -0.02  -1.15
C  1.45  -4.80  0.12  0.65
H  0.59  -3.69  -4.06  0.61
H  0.65  -4.60  -2.55  0.64
H  1.37  -2.99  -2.64  -0.14
H  -3.16  -2.96  -0.69  0.45
H  -2.63  -1.51  -1.54  0.45
H  -2.38  -1.67  0.21  0.18
H  -1.10  -6.80  -0.87  0.57
H  0.76  -8.36  -1.16  0.46
H  3.06  -7.67  -0.63  0.45
H  3.49  -5.40  0.27  0.49
H  1.65  -3.83  0.55  0.58

6.
Entry from the OMol25 dataset: a molecular structure, C21H36NO10Ti in a non-equilibrium geometry (ωB97M-V/def2-TZVPD).

Results
- HOMO level (spin up / spin down): 0.154 / -3.558 eV
- Strongest force on any atom: 0.1027 hartree/bohr
- Kohn-Sham gap (spin up / spin down): 2.339 / 6.018 eV
- Multiplicity: 5
- Charge: -1

Each line ends with the Mulliken charge.
CARTESIAN COORDINATES (ANGSTROEM)
Ti  1.44  -0.99  0.15  0.36
C  -3.58  -0.88  -0.73  -2.10
C  -2.70  -1.24  0.46  1.90
C  -3.86  -1.63  1.59  -1.58
C  -3.46  -2.40  2.81  -0.61
C  -2.87  -3.67  2.22  -1.53
C  -1.60  -3.45  1.37  1.87
N  -1.83  -2.46  0.20  0.14
O  -0.59  -2.36  -0.56  -0.57
C  -1.52  -4.95  0.77  -1.82
C  -0.32  -3.22  2.27  -0.99
C  -1.88  0.06  0.87  -1.43
H  -4.28  -0.06  -0.55  0.40
H  -4.36  -1.57  -1.05  0.46
H  -2.87  -0.57  -1.50  0.36
H  -4.72  -2.17  1.18  0.53
H  -4.30  -0.67  1.86  0.40
H  -4.42  -2.75  3.18  0.40
H  -3.02  -1.80  3.60  0.31
H  -3.71  -4.11  1.68  0.41
H  -2.90  -4.28  3.12  0.29
H  -2.44  -5.35  0.33  0.40
H  -1.05  -5.60  1.50  0.38
H  -0.77  -4.78  0.00  0.37
H  0.46  -2.82  1.62  -0.10
H  0.20  -3.92  2.92  0.39
H  -0.57  -2.47  3.02  0.19
H  -1.13  0.21  0.09  0.15
H  -1.30  -0.18  1.76  0.25
H  -2.38  1.03  0.90  0.35
C  -1.21  3.50  3.95  -1.55
C  -0.40  3.13  2.64  -0.72
C  0.91  3.82  2.52  0.03
O  1.83  2.80  2.43  -0.13
C  1.19  1.55  2.52  1.44
O  1.73  0.46  2.47  -0.70
O  -0.07  1.75  2.51  0.10
H  -0.56  3.05  4.71  0.34
H  -2.14  2.96  3.78  0.40
H  -1.37  4.58  4.01  0.47
H  -0.96  3.39  1.74  0.33
H  1.17  4.39  3.42  0.40
H  0.90  4.55  1.71  -0.20
C  3.19  5.30  -0.59  -2.22
C  2.47  4.38  -1.55  -1.10
C  3.09  3.68  -2.67  -1.34
O  2.61  2.31  -2.61  -0.01
C  1.99  2.16  -1.36  0.18
O  1.42  1.13  -0.94  0.01
O  1.93  3.32  -0.78  0.64
H  3.79  4.68  0.08  0.30
H  2.49  5.84  0.04  0.32
H  3.70  6.11  -1.11  1.00
H  1.65  5.06  -1.78  0.49
H  4.18  3.65  -2.66  0.27
H  2.99  4.11  -3.67  0.69
C  1.13  -0.82  -5.09  -1.16
C  1.85  -1.96  -4.35  0.39
C  3.46  -1.95  -4.50  -0.43
O  3.82  -2.70  -3.36  -0.37
C  2.74  -2.56  -2.39  0.55
O  2.75  -2.97  -1.20  -0.53
O  1.79  -1.83  -2.95  -0.14
H  1.56  -0.94  -6.08  0.37
H  1.47  0.11  -4.64  0.12
H  0.05  -0.72  -4.98  0.37
H  1.38  -2.89  -4.66  0.24
H  3.89  -0.97  -4.30  0.26
H  3.95  -2.41  -5.36  0.29

7.
Entry from the OMol25 dataset: a single C5H7N3 molecule in a non-equilibrium geometry (ωB97M-V/def2-TZVPD).

Results
- SMILES string: c1cc(N2CC2)n[nH]1
- HOMO level: -8.787 eV
- Strongest force on any atom: 0.1215 hartree/bohr
- Kohn-Sham gap: 9.819 eV
- ΔE to the lowest compared entry with this formula, charge and spin: 321.37 kJ/mol

Each line ends with the Mulliken charge.
CARTESIAN COORDINATES (ANGSTROEM)
C  2.15  0.15  0.78  -0.22
C  2.20  0.19  -0.68  -0.38
C  -0.04  -0.27  -0.11  0.52
C  -0.62  1.07  -0.08  -0.14
C  -1.95  0.87  -0.01  -0.76
H  2.90  -0.50  1.31  0.21
H  1.89  0.99  1.51  0.20
H  3.00  -0.29  -1.25  0.21
H  1.87  1.03  -1.23  0.22
H  0.01  1.92  -0.03  0.38
H  -2.64  1.66  0.12  0.42
H  -3.11  -0.87  0.29  0.21
N  1.25  -0.68  -0.01  -0.34
N  -2.21  -0.45  0.12  0.26
N  -1.10  -1.16  -0.12  -0.78

8.
Entry from the OMol25 dataset: 2 unconnected molecules or ions with the total composition C12H19N4 in a non-equilibrium geometry (ωB97M-V/def2-TZVPD).

Results
- HOMO level: -11.127 eV
- Strongest force on any atom: 0.0355 hartree/bohr
- Kohn-Sham gap: 8.546 eV
- ΔE to the lowest compared entry with this formula, charge and spin: 53.14 kJ/mol
- Charge: +1

Each line ends with the Mulliken charge.
CARTESIAN COORDINATES (ANGSTROEM)
C  -0.40  0.20  3.26  -0.65
C  -1.58  -0.10  2.37  -0.65
C  1.21  1.10  1.63  0.79
N  0.46  1.27  2.71  -0.19
N  1.35  -0.03  0.93  -0.23
N  1.89  2.16  1.18  -0.44
H  -0.83  0.56  4.19  0.37
H  0.24  -0.66  3.42  0.31
H  -1.37  -0.70  1.48  -0.06
H  -1.97  0.85  2.00  0.27
H  0.35  2.19  3.10  0.24
H  0.95  -0.93  1.10  0.29
H  1.61  0.10  -0.03  0.02
H  1.70  3.13  1.34  0.20
H  2.46  2.10  0.36  0.23
H  -2.40  -0.63  2.86  0.44
C  -1.89  1.58  -1.77  -1.25
C  0.92  -0.87  -2.02  -0.67
C  -0.40  -0.57  -1.61  1.45
C  -0.58  0.83  -1.85  0.92
C  0.58  1.33  -2.34  -1.19
C  0.52  -3.11  -1.34  -0.46
C  1.34  -2.21  -2.00  -1.03
C  -0.68  -2.75  -0.71  -0.76
C  -1.21  -1.49  -0.95  -0.36
N  1.54  0.30  -2.39  0.00
H  0.70  -4.18  -1.30  0.39
H  2.33  -2.57  -2.25  0.40
H  -1.26  -3.49  -0.16  0.45
H  -2.14  -1.13  -0.53  0.55
H  2.38  0.23  -2.94  0.24
H  0.80  2.34  -2.65  0.47
H  -1.83  2.54  -2.25  0.38
H  -2.15  1.76  -0.72  0.21
H  -2.63  0.86  -2.13  0.34

9.
Entry from the OMol25 dataset: a gas-phase ion, C3H4ClO2S (charge -1) in a non-equilibrium geometry (ωB97M-V/def2-TZVPD).

Results
- HOMO level (spin up / spin down): -1.550 / -2.617 eV
- Strongest force on any atom: 0.0793 hartree/bohr
- Kohn-Sham gap (spin up / spin down): 5.125 / 6.161 eV
- ΔE to the lowest compared entry with this formula, charge and spin: 331.56 kJ/mol
- Charge: -1

Each line ends with the Mulliken charge.
CARTESIAN COORDINATES (ANGSTROEM)
C  -0.46  -0.13  -0.47  -0.31
C  -1.78  0.56  0.16  -0.82
C  1.99  0.33  -0.13  0.15
O  -0.38  -1.47  0.03  -0.34
O  0.68  0.58  -0.10  0.08
S  3.12  1.40  -0.61  -0.48
Cl  2.50  -1.37  0.20  -0.29
H  -1.42  1.33  0.76  0.32
H  -2.24  -0.19  0.95  0.23
H  -2.47  0.82  -0.65  0.21
H  0.45  -1.86  -0.13  0.25